[1]
{
  "formula": "C23H44N9O7P2SSn",
  "method": "ωB97M-V/def2-TZVPD",
  "species": ["Sn", "N", "C", "S", "N", "N", "C", "C", "C", "C", "C", "C", "C", "O", "H", "H", "H", "H", "H", "H", "H", "C", "N", "C", "P", "O", "O", "P", "O", "N", "C", "C", "N", "C", "C", "N", "C", "C", "H", "H", "H", "H", "H", "H", "H", "H", "H", "H", "H", "H", "H", "H", "H", "H", "H", "H", "H", "H", "H", "H", "H", "H", "O", "C", "O", "H", "C", "N", "C", "C", "C", "N", "C", "C", "O", "H", "H", "H", "H", "H", "H", "H", "H", "H", "H", "H", "H"],
  "coordinates": [[1.614310, 0.631867, 0.171647], [2.776350, -0.217783, 5.009524], [2.838286, 0.501473, 3.854475], [4.474723, 0.234568, 3.071761], [1.872813, 1.198362, 3.476944], [1.658972, 1.893717, 2.335641], [1.218784, 3.098268, 2.524029], [0.780193, 4.037207, 1.551755], [0.261254, 5.254983, 2.038728], [-0.217371, 6.232323, 1.206639], [-0.171875, 6.032697, -0.174855], [0.328974, 4.864957, -0.685623], [0.816327, 3.825461, 0.141312], [1.264639, 2.752675, -0.424239], [3.643594, -0.518092, 5.425233], [2.043724, 0.052342, 5.646878], [1.190106, 3.449174, 3.559775], [0.238841, 5.412886, 3.107664], [-0.625804, 7.144736, 1.611475], [-0.528972, 6.805104, -0.840355], [0.364203, 4.699080, -1.753347], [-1.864538, -2.180262, -0.385078], [-2.729887, -1.016913, -0.319441], [-3.529235, -0.989204, 0.894212], [-1.930523, 0.417406, -0.638305], [-0.844725, 0.777926, 0.289830], [-1.436196, 0.158141, -2.151905], [-0.067751, -0.242231, -2.907909], [1.024387, -0.624005, -2.000930], [0.281872, 1.058009, -3.874550], [1.483163, 1.831796, -3.622958], [-0.814908, 1.840996, -4.404838], [-0.539250, -1.576664, -3.781152], [0.547263, -2.273249, -4.449564], [-1.793564, -1.644899, -4.499138], [-3.090048, 1.573100, -0.760002], [-4.164927, 1.391890, -1.714473], [-2.797408, 2.940018, -0.376859], [-2.481939, -3.075570, -0.467062], [-1.231923, -2.259812, 0.504746], [-1.223743, -2.102155, -1.262024], [-4.227819, -1.827194, 0.867478], [-4.089968, -0.058015, 0.932031], [-2.910634, -1.063413, 1.794811], [2.246082, 1.178837, -3.206095], [1.309723, 2.644397, -2.914172], [1.835811, 2.241422, -4.570449], [-1.684517, 1.206458, -4.559529], [-0.509367, 2.266793, -5.361854], [-1.096202, 2.655763, -3.728585], [1.457651, -2.138294, -3.871204], [0.714886, -1.905297, -5.466205], [0.311588, -3.338040, -4.497483], [-2.556487, -1.103320, -3.946911], [-2.090426, -2.693219, -4.565617], [-1.718651, -1.239144, -5.512600], [-4.252861, 0.330984, -1.941526], [-3.980983, 1.944847, -2.641264], [-5.102256, 1.744580, -1.277958], [-1.909839, 2.941942, 0.252678], [-3.638178, 3.351431, 0.187135], [-2.612046, 3.578376, -1.246419], [4.472104, 0.944020, -0.604631], [4.896724, 0.713306, 0.485817], [4.046040, 0.530451, 1.481512], [5.965220, 0.617775, 0.742365], [-0.381183, -1.710252, 3.783731], [0.199974, -2.816401, 3.059377], [0.101793, -4.117141, 3.686070], [0.167601, -5.206701, 2.627662], [1.420622, -4.994560, 1.792804], [1.452702, -3.641595, 1.278146], [2.267873, -3.423639, 0.105643], [0.968220, -2.582908, 1.968824], [1.179058, -1.418927, 1.585360], [-1.456513, -1.870271, 3.890819], [-0.205317, -0.789931, 3.230326], [0.066286, -1.624290, 4.776102], [-0.848291, -4.166376, 4.224657], [0.914432, -4.240482, 4.415298], [-0.711935, -5.143522, 1.985886], [0.188554, -6.189866, 3.094899], [1.431451, -5.685033, 0.944965], [2.318458, -5.186313, 2.396064], [2.010891, -4.165690, -0.650235], [3.332292, -3.510917, 0.344890], [2.069243, -2.430952, -0.300275]],
  "forces_ev_per_a": [[-0.560, 1.029, 0.113], [0.167, -0.327, 0.324], [0.830, 0.109, -1.198], [0.025, 0.015, 0.345], [-0.889, -0.129, 1.290], [0.105, 0.357, -1.145], [0.384, -0.548, 0.489], [-0.169, 0.309, -0.756], [0.006, -0.058, -0.042], [-0.063, 0.141, 0.170], [0.037, -0.102, 0.072], [0.029, -0.064, -0.109], [-0.194, 0.303, 0.262], [0.314, -1.041, -0.005], [-0.082, -0.062, 0.084], [0.069, 0.114, 0.039], [-0.106, -0.118, -0.063], [0.000, -0.015, 0.139], [0.011, 0.085, 0.059], [-0.046, 0.044, -0.079], [0.040, -0.016, -0.079], [0.156, -0.297, -0.143], [0.404, 1.016, -0.160], [-0.306, -0.006, 0.140], [-1.340, -0.315, -0.513], [0.931, 0.131, 0.288], [0.185, -0.040, -0.157], [-0.608, -0.143, -0.898], [0.510, 0.149, 0.327], [-0.227, -0.683, 0.659], [0.405, 0.097, 0.072], [-0.149, 0.000, -0.240], [-0.004, 0.723, 0.354], [0.243, -0.126, 0.017], [-0.226, -0.025, 0.060], [0.659, -0.611, 0.047], [-0.204, -0.102, -0.037], [0.113, 0.245, 0.262], [0.049, -0.035, -0.034], [0.020, -0.036, 0.032], [0.003, -0.283, 0.020], [0.002, 0.036, 0.075], [-0.104, -0.054, 0.086], [0.016, -0.035, 0.029], [0.118, 0.082, -0.061], [-0.027, 0.017, 0.002], [0.064, -0.007, 0.019], [-0.095, 0.061, -0.121], [-0.112, 0.021, -0.003], [0.013, 0.009, 0.026], [0.091, -0.131, -0.053], [-0.043, 0.039, -0.021], [0.024, 0.014, -0.010], [-0.147, -0.017, -0.036], [-0.083, 0.036, -0.065], [0.004, 0.017, -0.039], [-0.173, 0.030, -0.080], [0.030, 0.003, 0.020], [-0.002, -0.037, -0.065], [-0.044, 0.176, 0.027], [0.040, 0.012, -0.033], [0.000, -0.058, -0.009], [0.168, 0.065, -0.191], [1.096, 0.123, -0.529], [-1.172, -0.113, 0.894], [-0.136, 0.044, 0.004], [0.012, 0.267, -0.071], [-0.104, -0.070, 0.091], [-0.028, -0.370, -0.088], [0.230, 0.145, 0.092], [-0.196, -0.258, 0.216], [-0.037, -0.152, -0.109], [0.117, 0.349, -0.136], [-0.056, 0.241, -0.042], [-0.013, 0.108, -0.022], [0.011, 0.003, 0.068], [-0.020, -0.040, 0.119], [-0.019, 0.032, 0.047], [0.105, 0.028, -0.008], [-0.118, -0.045, 0.021], [-0.046, -0.030, -0.014], [-0.018, -0.017, -0.002], [0.051, 0.084, 0.075], [-0.044, -0.079, -0.063], [0.035, -0.027, 0.003], [0.018, -0.005, -0.074], [0.068, -0.183, 0.021]],
  "e_lumo_ev": -2.120,
  "e_above_lowest_kcal_mol": 2.4,
  "molar_mass_g_mol": 771.39,
  "gap_ev": 7.593,
  "total_charge": 1
}


[2]
{
  "formula": "C52H52As2N4O2S3SbV",
  "method": "ωB97M-V/def2-TZVPD",
  "species": ["V", "S", "C", "C", "C", "C", "N", "C", "C", "C", "S", "C", "N", "H", "H", "C", "C", "C", "C", "C", "C", "C", "S", "O", "O", "N", "C", "C", "C", "C", "C", "N", "H", "H", "H", "H", "H", "H", "H", "H", "H", "H", "H", "C", "C", "As", "C", "C", "C", "C", "C", "C", "C", "C", "C", "C", "C", "C", "As", "C", "C", "C", "C", "C", "C", "C", "C", "C", "C", "C", "C", "H", "H", "H", "H", "H", "H", "H", "H", "H", "H", "H", "H", "H", "H", "H", "H", "H", "H", "H", "H", "H", "H", "H", "H", "C", "C", "Sb", "C", "C", "C", "C", "H", "H", "H", "H", "H", "H", "H", "H", "H", "H", "H", "H", "H", "H", "H"],
  "coordinates": [[0.451808, -0.672769, -1.340430], [2.248595, -1.252078, 0.070753], [2.795832, -2.764209, -0.644024], [3.544117, -3.664280, 0.111998], [3.997595, -4.865991, -0.422103], [4.755012, -5.780384, 0.412479], [5.358410, -6.488605, 1.091334], [3.714273, -5.173181, -1.754730], [2.969637, -4.284173, -2.516825], [2.494297, -3.082000, -1.986032], [1.574202, -1.975823, -2.979089], [4.190614, -6.406455, -2.355811], [4.572284, -7.372048, -2.851970], [3.755799, -3.428028, 1.146380], [2.744698, -4.526220, -3.548393], [-5.966557, -5.595063, 2.227675], [-4.704287, -4.940093, 1.718312], [-4.656069, -4.391126, 0.440302], [-3.509951, -3.774689, -0.033450], [-2.380440, -3.704564, 0.770049], [-2.406574, -4.242905, 2.055810], [-3.567859, -4.848116, 2.522360], [-0.868938, -2.922058, 0.243941], [-0.311901, -2.415868, 1.473669], [-0.119640, -3.901567, -0.494111], [-1.303116, -1.629342, -0.656310], [-1.430178, -1.716809, -2.055582], [-1.742212, -2.887947, -2.790817], [-1.915716, -2.789276, -4.138576], [-1.783377, -1.545978, -4.773749], [-1.424135, -0.473511, -4.011294], [-1.238741, -0.523834, -2.671991], [-6.289666, -6.398835, 1.561176], [-6.783846, -4.870873, 2.290735], [-5.810411, -6.016871, 3.219930], [-5.536463, -4.434097, -0.194561], [-3.508067, -3.332464, -1.021976], [-1.518084, -4.170068, 2.676962], [-3.596358, -5.247484, 3.533677], [-1.790843, -3.840473, -2.292321], [-2.146011, -3.676497, -4.717558], [-1.933125, -1.435187, -5.839929], [-1.271569, 0.498182, -4.468007], [2.851416, 2.333565, -0.504523], [2.560955, 1.933489, 0.949932], [0.762910, 2.311371, 1.689336], [-0.266355, 2.880354, 0.096811], [-0.197361, 4.172531, -0.436918], [-1.107018, 4.598161, -1.394494], [-2.112916, 3.741735, -1.834266], [-2.171803, 2.446534, -1.342263], [-1.247140, 2.019187, -0.393704], [1.085806, 4.136657, 2.327728], [-0.034099, 4.834003, 2.791125], [0.076278, 6.131335, 3.268507], [1.321560, 6.754859, 3.308052], [2.442855, 6.064591, 2.869593], [2.322987, 4.762683, 2.385219], [1.984132, 1.182768, -1.900993], [3.611551, 0.575826, -2.804717], [4.692256, 0.093877, -2.079956], [5.782044, -0.475943, -2.731758], [5.792140, -0.573904, -4.115967], [4.707973, -0.097496, -4.847028], [3.626648, 0.470842, -4.193173], [1.629368, 2.655083, -3.148780], [0.356683, 2.832321, -3.671195], [0.082928, 3.880423, -4.545980], [1.092656, 4.759788, -4.906708], [2.379647, 4.582485, -4.396536], [2.642891, 3.537759, -3.523722], [3.912432, 2.261455, -0.705034], [2.538651, 3.352079, -0.686581], [3.243937, 2.415873, 1.643851], [2.712585, 0.869137, 1.059755], [0.555720, 4.866304, -0.088900], [-1.036920, 5.604501, -1.791608], [-2.841959, 4.084031, -2.561919], [-2.944641, 1.763488, -1.676499], [-1.323267, 1.006880, -0.015324], [-1.006136, 4.353922, 2.763851], [-0.808445, 6.660455, 3.605985], [1.414354, 7.769504, 3.676552], [3.416762, 6.540562, 2.893859], [3.215048, 4.255054, 2.040527], [4.672423, 0.124953, -0.998703], [6.617726, -0.853395, -2.154294], [6.633406, -1.031267, -4.624069], [4.697977, -0.187880, -5.927723], [2.777375, 0.815563, -4.764248], [-0.432611, 2.150379, -3.371986], [-0.919955, 4.012780, -4.939331], [0.883806, 5.581837, -5.583382], [3.175192, 5.261874, -4.684479], [3.644260, 3.394392, -3.141493], [-4.031656, -1.585135, 4.644599], [-3.892876, -1.041297, 3.220043], [-1.988430, -0.155413, 2.621414], [-2.352236, 1.792685, 3.570806], [-3.503795, 1.956385, 4.579262], [-0.779299, -1.011668, 4.202288], [-0.848595, -0.331276, 5.575810], [-4.973324, -2.133665, 4.763573], [-4.023825, -0.779913, 5.384942], [-3.222176, -2.277968, 4.894853], [-4.647560, -0.271782, 3.031287], [-4.068878, -1.840814, 2.496797], [-2.522338, 2.454198, 2.712496], [-1.404596, 2.099913, 4.011679], [-4.446952, 1.553844, 4.188785], [-3.675744, 3.013399, 4.815392], [-3.292855, 1.442368, 5.521802], [0.239772, -1.008753, 3.806381], [-1.096318, -2.056882, 4.267296], [-0.420432, 0.673908, 5.543217], [-0.290564, -0.903663, 6.327386], [-1.877072, -0.242177, 5.929564]],
  "forces_ev_per_a": [[0.040, 0.714, -0.002], [0.675, -0.516, 0.481], [0.046, 0.038, 0.000], [-0.106, 0.064, 0.030], [0.339, -0.256, 0.486], [-0.198, 0.300, -0.230], [-0.085, 0.094, -0.095], [0.114, -0.479, -0.360], [-0.086, 0.137, -0.077], [0.100, 0.062, -0.080], [0.166, -0.569, -0.268], [-0.157, 0.451, 0.209], [-0.039, 0.045, 0.019], [0.013, -0.010, 0.001], [0.014, 0.009, 0.041], [0.084, 0.093, -0.074], [0.021, -0.005, 0.189], [-0.095, -0.021, -0.022], [0.051, 0.077, -0.006], [-0.210, 0.010, 0.197], [-0.037, 0.031, -0.152], [0.001, -0.028, -0.073], [-0.288, 0.100, 0.443], [-0.116, -0.171, -0.196], [-0.048, -0.104, -0.195], [0.466, -0.501, -0.676], [-1.020, -0.486, 0.269], [0.063, 0.186, 0.136], [-0.083, 0.027, -0.195], [-0.081, -0.179, -0.112], [0.169, 0.343, 0.358], [-0.515, -0.726, -0.091], [0.026, 0.045, 0.036], [0.052, -0.047, -0.001], [-0.022, -0.005, -0.005], [0.046, -0.008, 0.043], [-0.019, 0.005, 0.075], [-0.166, 0.017, -0.067], [0.029, 0.018, -0.134], [0.040, -0.066, 0.058], [0.005, 0.038, 0.021], [0.032, 0.001, 0.066], [0.073, -0.017, 0.030], [-0.483, -0.395, 0.511], [-0.203, -0.002, -0.481], [0.199, 0.041, -0.403], [-0.118, 0.132, 0.014], [-0.075, -0.093, -0.015], [-0.071, -0.080, 0.051], [-0.012, 0.023, 0.140], [-0.018, 0.104, 0.013], [0.042, 0.051, -0.051], [-0.139, 0.077, 0.192], [0.078, 0.071, 0.015], [0.080, 0.006, -0.025], [-0.014, -0.123, -0.055], [-0.098, 0.002, 0.010], [0.069, 0.165, -0.004], [1.242, 1.327, -0.295], [-0.069, -0.191, 0.019], [0.089, -0.016, -0.027], [-0.021, 0.055, -0.063], [-0.075, 0.028, 0.021], [0.073, 0.000, 0.041], [0.109, 0.008, 0.090], [-0.151, -0.030, -0.078], [0.011, -0.120, -0.041], [0.077, 0.017, -0.042], [0.065, -0.054, 0.046], [-0.105, 0.031, -0.002], [-0.148, 0.089, -0.061], [0.298, 0.033, -0.022], [-0.094, 0.294, -0.192], [0.176, 0.003, 0.003], [0.038, -0.200, 0.184], [0.045, 0.035, 0.055], [0.017, -0.040, 0.000], [0.055, -0.018, 0.037], [0.084, -0.008, -0.027], [-0.073, -0.055, 0.118], [-0.020, 0.019, 0.003], [0.049, -0.041, 0.000], [-0.006, -0.030, -0.003], [-0.032, -0.028, 0.006], [-0.031, 0.072, 0.005], [0.015, -0.032, 0.052], [-0.038, -0.008, -0.001], [-0.032, 0.018, 0.022], [0.002, 0.014, 0.053], [-0.092, 0.027, -0.100], [0.066, 0.079, -0.024], [0.050, -0.015, 0.037], [0.027, -0.061, 0.030], [-0.047, -0.041, 0.022], [0.095, 0.015, 0.020], [-0.017, 0.031, -0.106], [0.036, -0.107, 0.113], [-0.239, 0.285, 0.428], [-0.375, -0.002, 0.050], [0.141, -0.080, -0.180], [-0.016, 0.140, 0.095], [0.064, -0.156, -0.186], [0.037, 0.031, 0.015], [0.016, -0.105, -0.070], [-0.074, 0.076, -0.019], [0.013, -0.071, -0.052], [-0.039, -0.010, -0.006], [0.014, 0.011, 0.071], [0.043, 0.044, 0.047], [0.165, 0.088, 0.077], [0.017, -0.073, -0.005], [-0.016, 0.051, -0.123], [-0.075, -0.089, 0.070], [0.116, 0.058, -0.033], [-0.039, -0.051, 0.004], [-0.022, 0.077, -0.078], [0.067, -0.010, 0.013]],
  "e_lumo_ev": [2.126, 2.125],
  "s2": 3.77,
  "e_above_lowest_kcal_mol": 35.0,
  "spin_multiplicity": 4,
  "molar_mass_g_mol": 1183.76,
  "gap_ev": [6.043, 6.751],
  "total_charge": -1
}